No. 1
The following is a quantum chemistry calculation of a cluster of 13 separate species, C18H49N12O29P in total in a non-equilibrium geometry, from OMol25.

The max |F| comes out at 4.71 eV/Å. For the HOMO energy, the calculation gives -9.42 eV.

Last column: Mulliken charge in e.
CARTESIAN COORDINATES (ANGSTROEM)
1 C -2.922 -0.703 -2.274  -0.4526
2 C -3.628 0.568 -2.969  -0.6267
3 C -3.021 1.979 -2.470  -0.4764
4 O -1.624 1.908 -2.098  0.0861
5 C -0.754 1.947 -3.234  -0.5039
6 O 0.608 2.024 -2.691  -0.2075
7 C 1.357 0.876 -3.032  0.5922
8 O 2.526 1.068 -3.464  -0.5061
9 O 0.925 -0.466 -2.883  -0.2385
10 P 1.331 -1.125 -1.323  0.0432
11 C 0.060 -0.414 -0.077  0.6284
12 O 2.864 -0.536 -0.768  -0.3178
13 H -3.543 -1.635 -2.518  0.4077
14 H -2.900 -0.628 -1.133  0.1694
15 H -1.876 -0.909 -2.705  -0.0343
16 H -3.665 0.514 -4.108  0.3351
17 H -4.724 0.548 -2.610  0.2870
18 H -3.272 2.807 -3.223  0.2151
19 H -3.596 2.234 -1.501  0.2336
20 H -0.827 1.045 -3.929  0.4313
21 H -0.877 2.892 -3.883  0.2858
22 H 0.599 0.328 0.625  -0.4267
23 H -0.813 0.054 -0.650  -0.3069
24 H -0.403 -1.245 0.577  0.2797
25 H 2.657 0.321 -0.327  0.2909
26 C -4.445 -4.300 0.527  -0.6910
27 N -3.883 -3.329 -0.447  0.9284
28 O -3.807 -3.682 -1.612  -0.5622
29 O -3.536 -2.244 -0.001  -0.5299
30 H -4.708 -5.215 0.000  0.3318
31 H -3.681 -4.492 1.272  0.1666
32 H -5.328 -3.845 0.974  0.3155
33 C -1.258 5.082 -1.587  -0.4568
34 N -2.112 6.153 -2.159  0.9369
35 O -2.349 7.119 -1.456  -0.5547
36 O -2.519 5.984 -3.299  -0.5570
37 H -0.972 5.363 -0.575  0.3142
38 H -1.843 4.164 -1.583  -0.0076
39 H -0.378 4.987 -2.223  0.3019
40 C -3.023 -6.833 4.340  -0.7607
41 N -3.407 -5.779 3.365  0.8548
42 O -2.855 -4.695 3.461  -0.5354
43 O -4.249 -6.074 2.533  -0.5132
44 H -2.269 -6.430 5.013  0.2978
45 H -3.920 -7.115 4.889  0.2965
46 H -2.625 -7.675 3.774  0.3008
47 C -0.976 -2.037 4.371  -0.5523
48 N -0.290 -2.575 5.574  0.9534
49 O -0.341 -1.909 6.594  -0.5368
50 O 0.278 -3.649 5.451  -0.5467
51 H -1.434 -1.083 4.625  0.2969
52 H -0.224 -1.908 3.593  0.3143
53 H -1.733 -2.761 4.074  0.1146
54 C 4.959 3.124 -2.859  -0.5479
55 N 5.060 4.006 -1.667  0.9318
56 O 5.688 3.587 -0.709  -0.5373
57 O 4.504 5.090 -1.735  -0.5461
58 H 5.497 2.199 -2.658  0.2813
59 H 3.902 2.926 -3.032  0.0943
60 H 5.406 3.654 -3.699  0.3280
61 C 2.749 -2.998 7.335  -0.6322
62 N 3.435 -3.533 8.538  0.9525
63 O 3.384 -2.868 9.558  -0.5557
64 O 4.005 -4.608 8.416  -0.5541
65 H 2.289 -2.044 7.588  0.2859
66 H 3.502 -2.870 6.559  0.2026
67 H 1.992 -3.723 7.038  0.2997
68 C 6.613 -4.831 5.976  -0.7416
69 N 5.752 -3.795 5.350  0.9258
70 O 5.496 -2.803 6.013  -0.5657
71 O 5.362 -4.013 4.216  -0.5285
72 H 6.882 -4.505 6.979  0.3055
73 H 6.039 -5.756 6.013  0.2970
74 H 7.501 -4.940 5.354  0.3088
75 C 0.608 3.408 2.776  -0.8743
76 N 0.948 2.157 2.050  0.7198
77 O 1.538 2.267 0.987  -0.4378
78 O 0.612 1.106 2.574  -0.4585
79 H 0.966 4.257 2.197  0.3261
80 H -0.476 3.442 2.882  0.3259
81 H 1.100 3.368 3.747  0.3035
82 C 4.536 -0.757 -5.543  -0.5889
83 N 5.147 -0.674 -6.895  0.8946
84 O 4.864 -1.552 -7.693  -0.5351
85 O 5.888 0.271 -7.107  -0.5375
86 H 3.904 -1.642 -5.497  0.3010
87 H 5.347 -0.825 -4.819  0.2747
88 H 3.946 0.146 -5.392  0.1912
89 C -7.376 3.587 -2.232  -0.6956
90 N -6.690 2.995 -1.053  0.8575
91 O -6.727 3.623 -0.009  -0.5224
92 O -6.138 1.918 -1.218  -0.4935
93 H -7.819 4.537 -1.940  0.3011
94 H -6.626 3.734 -3.009  0.2389
95 H -8.145 2.885 -2.552  0.2970
96 C -4.838 6.489 -5.404  -0.5126
97 N -6.271 6.670 -5.052  0.9149
98 O -6.651 7.802 -4.814  -0.5248
99 O -6.964 5.664 -5.028  -0.5417
100 H -4.347 7.460 -5.386  0.2917
101 H -4.401 5.822 -4.664  0.0894
102 H -4.797 6.054 -6.402  0.2989
103 C 5.493 -2.747 0.204  -0.5497
104 N 6.731 -3.060 -0.556  0.9053
105 O 6.722 -4.059 -1.257  -0.5331
106 O 7.668 -2.291 -0.423  -0.5309
107 H 4.747 -3.511 -0.009  0.2814
108 H 5.749 -2.745 1.263  0.2484
109 H 5.145 -1.768 -0.121  0.1628

---

No. 2
The following is a quantum chemistry calculation of a cluster of 3 separate species, C18H49N7O3P2 in total in a non-equilibrium geometry, from OMol25.

The max |F| comes out at 4.32 eV/Å. As for the energy relative to the best compared isomer or geometry (same formula, charge and spin): 0.0000 eV. As for the structure (SMILES): CN(C)P(=O)(N(C)C)N(C)C.CN(C)P(=O)(N(C)C)N(C)C.C=CC[C@H](N)COC. For the HOMO energy, the calculation gives -7.63 eV.

Last column: Mulliken charge in e.
CARTESIAN COORDINATES (ANGSTROEM)
1 C 4.540 -1.937 3.191  -0.7070
2 C 4.211 -1.420 2.003  -0.3739
3 C 3.552 -0.091 1.729  -0.0087
4 C 2.410 0.306 2.666  0.3680
5 N 2.811 0.329 4.084  -0.5989
6 C 1.122 -0.495 2.464  -0.5377
7 O 1.322 -1.796 1.939  -0.2032
8 C 0.833 -2.807 2.796  -0.8198
9 H 4.930 -1.337 4.000  0.2620
10 H 4.394 -2.993 3.388  0.2480
11 H 4.469 -1.996 1.118  0.3683
12 H 4.271 0.734 1.675  0.4365
13 H 3.130 -0.158 0.726  -0.5887
14 H 2.157 1.343 2.408  0.2913
15 H 1.988 0.304 4.669  0.2061
16 H 3.340 1.166 4.288  0.2540
17 H 0.523 -0.510 3.378  0.4124
18 H 0.505 0.046 1.742  0.0821
19 H 1.219 -3.756 2.430  0.2102
20 H -0.261 -2.841 2.779  0.1289
21 H 1.187 -2.643 3.817  0.4301
22 O 3.556 1.174 -2.686  -0.8955
23 P 2.625 0.721 -3.748  0.5657
24 N 2.030 -0.797 -3.229  0.3090
25 C 2.860 -1.988 -3.323  -1.1577
26 C 1.404 -0.691 -1.914  -1.3846
27 N 3.680 0.652 -5.113  0.2644
28 C 3.932 -0.554 -5.871  -1.0754
29 C 4.865 1.498 -5.045  -1.0953
30 N 1.281 1.141 -4.634  0.2527
31 C 0.103 0.319 -4.864  -0.7922
32 C 1.334 2.378 -5.400  -1.0826
33 H 2.345 -2.816 -2.835  0.3642
34 H 3.844 -1.869 -2.851  0.3346
35 H 2.999 -2.294 -4.357  0.3767
36 H 0.740 0.177 -1.876  0.3883
37 H 2.142 -0.585 -1.114  0.4422
38 H 0.794 -1.574 -1.714  0.4346
39 H 4.580 -1.262 -5.339  0.3419
40 H 4.424 -0.297 -6.813  0.3484
41 H 3.000 -1.056 -6.141  0.2809
42 H 5.685 1.038 -4.479  0.3080
43 H 4.635 2.451 -4.576  0.3405
44 H 5.213 1.705 -6.061  0.3758
45 H 0.340 -0.562 -5.463  0.2368
46 H -0.640 0.910 -5.404  0.3782
47 H -0.369 -0.007 -3.940  0.2340
48 H 1.490 2.172 -6.463  0.3316
49 H 2.151 3.013 -5.059  0.3163
50 H 0.411 2.951 -5.283  0.4185
51 O -2.157 -0.010 2.594  -0.7485
52 P -3.490 0.586 2.329  0.1953
53 N -4.202 0.835 3.869  0.1900
54 C -4.743 -0.287 4.619  -0.9706
55 C -3.352 1.672 4.710  -1.1869
56 N -4.232 -0.663 1.399  0.3461
57 C -5.448 -1.345 1.786  -1.1040
58 C -3.320 -1.559 0.698  -1.0934
59 N -4.283 1.827 1.563  0.2971
60 C -5.296 2.698 2.140  -0.8480
61 C -4.083 1.972 0.127  -1.0144
62 H -5.037 0.060 5.610  0.3663
63 H -4.029 -1.113 4.740  0.2563
64 H -5.650 -0.671 4.160  0.3115
65 H -2.997 2.541 4.149  0.3842
66 H -2.474 1.133 5.084  0.3075
67 H -3.929 2.045 5.559  0.3853
68 H -5.292 -2.058 2.606  0.3375
69 H -5.842 -1.903 0.933  0.3469
70 H -6.228 -0.636 2.073  0.3012
71 H -2.937 -2.364 1.338  0.3054
72 H -2.463 -1.015 0.307  0.3140
73 H -3.842 -2.006 -0.152  0.3698
74 H -6.203 2.146 2.389  0.2454
75 H -5.553 3.470 1.413  0.3929
76 H -4.948 3.215 3.032  0.2764
77 H -4.949 1.597 -0.426  0.3225
78 H -3.207 1.415 -0.203  0.2749
79 H -3.919 3.018 -0.141  0.4196

---

max |F| of number 1 (C18H49N12O29P)? 4.71 eV/Å

---

Which value of max |F| does entry 2 give? 4.32 eV/Å

---

Among the records above, which one has the lowest max |F|? C18H49N7O3P2

---

Among the records above, which one has the highest max |F|? C18H49N12O29P